(1)
Below is C22H27N3O5S in the gas phase, with properties calculated with wB97M-V/def2-TZVPD.

Cartesian coordinates (Å):
C (-3.1523, -0.8480, 1.0144)
N (4.8152, -0.6240, -0.2427)
H (0.0865, 1.2880, 1.3843)
C (-0.4198, 0.9875, 0.4791)
H (-3.1682, -4.2786, -1.9356)
C (-0.0538, -0.1929, -0.1610)
H (3.1618, 1.1538, 0.9906)
C (-4.1359, -0.1867, 0.3054)
C (0.9381, -1.1352, 0.4404)
C (-3.3371, 2.1338, -1.6373)
H (3.8503, -2.4436, -0.5161)
C (-2.7727, -2.1184, 0.6257)
H (-1.9777, -2.6272, 1.1491)
H (-2.6896, -0.3439, 1.8470)
O (6.8383, -0.9190, 0.7316)
H (7.7141, 2.7711, -1.7767)
S (-4.5523, 1.4859, 0.7731)
C (-4.4017, -2.0657, -1.1359)
H (3.6036, -0.9978, 2.1743)
H (-0.4481, -1.4973, -1.8077)
C (-1.4554, 1.7588, -0.0150)
H (-3.8406, 1.5576, -2.4281)
H (2.6623, -2.4220, 1.6447)
O (6.3639, 1.0000, -0.3601)
H (7.1541, 3.5166, -0.2771)
H (5.0784, -2.3990, 0.7800)
H (1.9462, 1.1590, -0.3128)
H (4.3104, 1.1466, -1.2032)
C (-1.7632, 0.1911, -1.8031)
C (-2.1559, 1.3491, -1.1429)
H (-5.1348, 2.8265, -0.8898)
H (7.8426, 1.4713, 0.9991)
H (8.8763, 3.1782, -0.5053)
O (-5.9680, 1.6112, 0.9791)
H (3.3827, -0.2923, -1.7003)
H (-1.7543, 2.6582, 0.4975)
C (3.1677, -1.5142, 1.3127)
H (-5.5733, -0.2638, -1.2662)
H (-2.2905, -0.1265, -2.6909)
C (6.0662, -0.2328, 0.1053)
H (8.4028, 0.7233, -0.5070)
C (3.8289, 0.2368, -0.8498)
H (-1.8859, -4.2318, -0.7089)
C (-4.7821, -0.7903, -0.7544)
C (-2.9510, -4.1030, -0.8849)
C (7.8707, 2.8190, -0.7024)
C (-0.7276, -0.5795, -1.3129)
N (-4.2524, 2.4665, -0.5616)
C (7.6935, 1.4442, -0.0861)
H (-3.4799, -4.8552, -0.2996)
O (-3.6860, 1.8881, 1.8405)
H (-4.8949, -2.5449, -1.9696)
C (-3.3831, -2.7339, -0.4636)
H (-2.9922, 3.0795, -2.0784)
N (2.1753, -0.6503, 0.7036)
C (4.2680, -1.8481, 0.3023)
C (2.7271, 0.5720, 0.1695)
O (0.6145, -2.2782, 0.7167)

Forces on atoms 1 to 3 (eV/Å):
C 0.032 0.013 0.174
N -0.099 0.039 -0.130
H 0.082 0.046 0.106

Values from the calculation:
2S+1 ... 1
Structure (SMILES) ... CCOC(=O)N1CCN(C(=O)c2ccc(CNS(=O)(=O)c3ccc(C)cc3)cc2)CC1
LUMO ... 0.45 eV
Gap between HOMO and LUMO ... 9.4185 eV
ΔE to the lowest compared entry with this formula, charge and spin ... 24.6 kcal/mol

natural (NBO) atomic charge list, values in e, 5 entries:
1. C -0.200
2. N -0.453
3. H 0.222
4. C -0.220
5. H 0.214

(2)
Below is 2 unconnected molecules or ions with the total composition N4S, with properties calculated with wB97M-V/def2-TZVPD.

Cartesian coordinates (Å):
S (1.7970, -1.6836, 0.4064)
N (1.1559, -0.7038, -0.5167)
N (-1.5202, 0.6186, 0.6670)
N (-2.1257, 1.5394, 0.4401)
N (0.6930, 0.2294, -0.9968)

Forces on atoms 1 to 3 (eV/Å):
S 1.829 -3.412 2.240
N -2.878 6.339 -2.704
N -2.838 4.157 -0.918

Values from the calculation:
2S+1 ... 1
Structure (SMILES) ... N#[N+][S-].N#N
LUMO ... 0.24 eV
Gap between HOMO and LUMO ... 10.2646 eV
ΔE to the lowest compared entry with this formula, charge and spin ... 8.1 kcal/mol

Charges computed using natural (NBO), reported in e:
1. S 0.172
2. N -0.180
3. N -0.012
4. N 0.010
5. N 0.010

(3)
Below is a molecular structure, C56H56F3HfN5Sb, with properties calculated with wB97M-V/def2-TZVPD.

Cartesian coordinates (Å):
C (5.4377, -0.3349, 0.1615)
C (-4.3072, 0.4610, -2.6670)
C (1.1617, 3.7424, 1.0378)
C (-4.4986, -1.3172, 3.5246)
H (0.8271, -4.8191, 2.8774)
C (2.7542, -0.3033, 2.9955)
H (-4.3735, 1.7875, 1.2135)
C (-5.1285, -0.1310, 3.8662)
H (4.5415, 1.8841, -2.0174)
H (-4.3498, -0.6087, -2.8309)
C (4.8983, -0.4943, -1.1021)
C (2.2161, -1.0032, -4.8246)
C (-3.7174, -0.2502, 1.5064)
H (-1.3745, 1.0460, 3.2680)
F (-5.5582, 3.4668, -4.1802)
H (-1.3655, 0.3983, -4.0555)
C (-0.9574, 0.0442, -3.1108)
H (-1.4796, -2.7176, -2.1089)
N (1.5883, -2.0033, 0.8622)
H (-1.0119, -0.2730, 2.1425)
C (4.4929, 2.9149, -2.3649)
N (2.7594, -0.3726, -0.2146)
C (2.0867, 2.6150, -3.1506)
H (-0.8708, 2.9979, 3.7757)
C (1.6282, -3.3079, 0.7671)
H (-5.5287, 0.9038, -4.3915)
H (-0.8043, 2.1897, 0.0637)
C (2.1495, 5.8449, 0.4146)
H (4.8635, -2.7089, 0.4406)
Hf (0.6297, -0.1845, 0.0899)
H (-0.2193, -5.9007, 1.9541)
H (-1.6976, -4.0219, 1.1208)
N (1.2683, -0.5229, -2.2037)
H (1.1740, -5.4985, -0.7782)
H (4.2112, -0.2968, 4.5515)
H (-0.7867, 4.5592, 2.9930)
H (0.8781, 5.5754, 2.1056)
H (-0.9910, 0.8895, -2.4161)
C (-3.5842, 2.3741, -1.3906)
C (0.8750, -0.6989, -4.5753)
C (2.9960, -3.7723, 0.5953)
H (-6.1220, -4.1022, -1.0930)
C (-4.2925, -4.5495, -2.1040)
C (-4.9734, 1.2954, -3.5501)
C (3.4998, -0.4856, -1.3952)
C (-3.6071, 0.9935, -1.5843)
C (-3.2969, -2.2036, -1.0546)
H (0.1700, -0.6254, -5.3910)
H (-0.7334, -2.9404, 2.1464)
C (3.0964, -0.9503, -3.7821)
H (-0.5776, -5.5036, -0.5770)
C (3.6390, -0.7391, 1.9086)
H (-0.9813, -2.5998, 0.4105)
C (2.2333, 0.1785, 5.2729)
H (5.4081, 0.3567, 2.2127)
H (2.3105, 6.8974, 0.6034)
C (-4.6053, -2.5988, -0.7729)
H (-3.3083, -2.2993, 2.0538)
H (0.2168, -4.1340, -1.3683)
H (4.8860, 2.9290, -3.3818)
C (-4.3774, 0.9233, 1.8671)
C (0.3092, -4.8700, -0.5664)
C (0.1791, 2.9594, 1.8791)
H (5.6000, -0.5164, -1.9274)
C (0.9017, 0.2513, 4.9129)
F (-5.8064, -0.0750, 5.0060)
H (-1.4616, -0.6275, 3.7890)
C (3.1716, -0.1376, 4.3006)
C (-5.0874, 0.9909, 3.0564)
Sb (-2.6236, -0.3563, -0.2926)
H (3.3004, -4.8065, 0.5711)
C (-0.8104, -3.3892, 1.1529)
C (3.7904, -2.7040, 0.5084)
H (0.6465, 3.8967, 3.7861)
C (-0.8925, 0.0745, 3.1789)
N (1.7665, 1.6639, -0.0825)
H (-3.0632, 2.8144, -0.5533)
C (0.6651, -5.2662, 1.8955)
C (1.8100, 3.1328, -0.0508)
H (0.1307, 0.4169, 5.6534)
H (-2.3941, -4.8158, -3.0486)
H (3.8895, 1.5127, -0.0403)
C (-2.9909, -4.1829, -2.4057)
C (-1.0557, 2.7006, 1.0111)
H (-1.4846, 3.6571, 0.7046)
C (0.4324, -4.1961, 0.8139)
H (-1.6246, -0.7447, -2.7660)
C (3.0673, 3.4721, -2.3590)
H (1.5134, -5.9073, 1.6596)
H (4.1565, -1.1067, -3.9243)
C (4.8341, -0.2334, 1.5054)
F (-4.7683, -5.6800, -2.6093)
H (5.1559, 3.5221, -1.7474)
C (0.4398, -0.4392, -3.3014)
C (2.6919, 5.2483, -0.7014)
H (-5.6224, 1.8833, 3.3515)
H (1.1186, 3.1126, -3.2396)
H (1.9313, 1.6487, -2.6806)
N (1.4550, -0.1184, 2.6167)
H (-5.2461, -1.9898, -0.1468)
H (3.2527, 5.8527, -1.4031)
H (2.5341, 0.3133, 6.3033)
C (2.6205, -0.6858, -2.4925)
H (2.4679, 2.4410, -4.1578)
C (2.9703, -1.4714, 0.8052)
H (2.5530, -1.2248, -5.8285)
C (-2.5008, -3.0020, -1.8733)
H (6.5110, -0.1867, 0.1704)
C (0.5446, 0.0864, 3.5813)
C (2.9150, 1.0442, -0.1022)
H (-1.8317, 2.1350, 1.5326)
C (2.5306, 3.8894, -0.9905)
C (-4.9282, 2.6615, -3.3347)
C (1.3511, 5.0952, 1.2619)
C (-4.2485, 3.2182, -2.2649)
C (-5.1102, -3.7786, -1.2959)
H (0.6486, 2.0114, 2.1461)
C (-3.7877, -1.3686, 2.3367)
H (3.1307, 4.4190, -2.8974)
C (-0.2238, 3.6443, 3.1809)
H (-4.5883, -2.1758, 4.1764)
H (-4.2536, 4.2911, -2.1294)

Forces on atoms 1 to 3 (eV/Å):
C 0.002 0.003 0.012
C -0.001 0.009 0.009
C 0.014 -0.011 -0.009

Values from the calculation:
2S+1 ... 1
LUMO ... -9.14 eV
Net charge ... +3
Gap between HOMO and LUMO ... 5.8055 eV
ΔE to the lowest compared entry with this formula, charge and spin ... 145.3 kcal/mol

Löwdin atomic charge list, values in e, 5 entries:
1. C -0.043
2. C -0.107
3. C -0.140
4. C 0.021
5. H 0.103

(4)
Below is C4H4N2 in the gas phase, with properties calculated with wB97M-V/def2-TZVPD.

Cartesian coordinates (Å):
C (0.7445, 0.8451, -0.0555)
H (-1.1865, 1.8395, -0.1003)
H (-2.4937, -0.6778, 0.2863)
C (-1.4350, -0.3712, 0.1627)
H (2.5225, -0.5815, -0.2460)
C (-0.7816, 0.8128, 0.0075)
C (1.4503, -0.3151, -0.1427)
N (-0.5805, -1.7339, 0.1397)
N (0.6577, -1.7114, -0.0440)
H (1.1024, 1.8936, -0.0077)

Forces on atoms 1 to 3 (eV/Å):
C -1.463 -0.721 0.001
H -0.344 -1.101 0.316
H 0.919 0.814 -0.214

Values from the calculation:
2S+1 ... 1
Structure (SMILES) ... c1ccnnc1
LUMO ... 0.58 eV
Gap between HOMO and LUMO ... 9.5295 eV
ΔE to the lowest compared entry with this formula, charge and spin ... 68.4 kcal/mol

natural (NBO) atomic charge list, values in e, 5 entries:
1. C -0.238
2. H 0.230
3. H 0.229
4. C -0.083
5. H 0.230

(5)
Below is a molecular structure, CH16B3LiO, with properties calculated with wB97M-V/def2-TZVPD.

Cartesian coordinates (Å):
H (29.1431, 13.1366, -34.8427)
H (25.1198, 8.6522, -31.5987)
H (25.9724, 10.1984, -31.7356)
H (28.9220, 12.8790, -33.1523)
H (20.4114, 13.6065, -34.4661)
H (21.1717, 14.9314, -33.4626)
B (21.2498, 13.9363, -33.8724)
B (25.0246, 9.6964, -31.8534)
H (23.4118, 14.3341, -29.3379)
H (27.5395, 14.6357, -34.9623)
H (29.4556, 14.4411, -33.6873)
H (24.3942, 15.4589, -28.5603)
H (23.8899, 15.6792, -30.3313)
O (27.4968, 14.0646, -34.1919)
H (25.1449, 14.5449, -29.7843)
H (24.5183, 9.9267, -32.7780)
C (28.7806, 13.6224, -33.9368)
Li (24.2368, 13.1949, -32.3568)
H (22.1045, 13.9325, -34.5310)
H (24.4259, 10.1925, -31.1053)
B (24.2138, 15.0291, -29.5334)
H (21.2651, 13.2455, -33.0437)

Forces on atoms 1 to 3 (eV/Å):
H 0.497 -0.128 -0.123
H 0.290 -4.253 0.738
H 4.185 1.957 0.013

Values from the calculation:
2S+1 ... 1
LUMO ... 4.45 eV
Net charge ... -2
Gap between HOMO and LUMO ... 6.9868 eV
ΔE to the lowest compared entry with this formula, charge and spin ... 92.7 kcal/mol

natural (NBO) atomic charge list, values in e, 5 entries:
1. H 0.144
2. H -0.031
3. H -0.040
4. H 0.198
5. H -0.020

(6)
Below is a molecular structure, H6NaO3, with properties calculated with wB97M-V/def2-TZVPD.

Cartesian coordinates (Å):
H (0.5450, -3.1253, 1.9709)
O (1.7485, 1.3425, 1.2153)
H (-3.1458, 0.9376, -2.5342)
H (1.8497, 2.2790, 1.0447)
Na (1.1853, -0.6323, -2.5964)
O (-0.0709, -2.7736, 1.3281)
O (-2.2552, 1.0547, -2.2037)
H (2.3325, 1.1686, 1.9534)
H (0.1694, -1.8507, 1.2454)
H (-2.3585, 1.5995, -1.4234)

Forces on atoms 1 to 3 (eV/Å):
H 0.122 -0.186 0.232
O -0.150 -0.300 -0.384
H -0.251 -0.075 -0.157

Values from the calculation:
2S+1 ... 1
LUMO ... -5.22 eV
Net charge ... +1
Gap between HOMO and LUMO ... 9.2052 eV
ΔE to the lowest compared entry with this formula, charge and spin ... 39.6 kcal/mol

natural (NBO) atomic charge list, values in e, 5 entries:
1. H 0.477
2. O -0.960
3. H 0.487
4. H 0.478
5. Na 0.999